(1)
14
Properties=species:S:1:pos:R:3:nbo_charge:R:1 method="wB97M-V/def2-TZVPD" e_above_lowest_kj_mol=267.1 lumo_ha="-0.0054 / 0.0207" charge=0
C 0.26 0.17 -1.54 -0.7106
C 1.18 0.90 0.75 -0.6862
C -1.69 -0.90 1.02 -0.4773
C 0.82 -0.17 -0.22 0.0699
Cl 1.60 -1.68 -0.04 0.0059
Br -2.90 -0.32 -0.27 0.0636
H 0.57 -0.53 -2.31 0.2316
H -0.85 0.15 -1.53 0.2407
H 0.53 1.19 -1.82 0.2186
H 2.01 1.50 0.36 0.2142
H 0.33 1.57 0.89 0.2283
H 1.47 0.48 1.71 0.2297
H -1.59 -1.98 1.07 0.1884
H -1.75 -0.37 1.95 0.1832

(2)
18
Properties=species:S:1:pos:R:3:nbo_charge:R:1 method="wB97M-V/def2-TZVPD" e_above_lowest_kj_mol=60.2 lumo_ha=0.0233 charge=0
C -2.05 2.12 0.06 -0.6669
C 2.58 -1.60 -0.03 -0.7593
C -2.67 0.73 -0.14 0.2576
C -3.91 0.41 0.09 -0.2213
O 0.76 0.18 0.32 -0.9972
O 0.11 -2.25 0.10 -0.9165
O -1.81 -0.33 -0.36 -0.7208
S 1.00 -1.11 0.91 1.4806
Cl -5.23 1.56 0.32 0.0034
Br -4.47 -1.34 -0.07 0.1090
H -1.45 2.32 -0.93 0.2280
H -1.55 2.18 0.98 0.2396
H -2.76 2.97 0.15 0.2453
H 3.23 -1.51 0.78 0.2130
H 2.52 -2.58 -0.36 0.2285
H 2.57 -0.91 -0.80 0.2349
H -0.89 -2.03 0.22 0.5258
H -0.93 -0.02 -0.56 0.5161

(3)
15
Properties=species:S:1:pos:R:3:nbo_charge:R:1 method="wB97M-V/def2-TZVPD" e_above_lowest_kj_mol=188.4 smiles="[H]/N=C(/C)C(C)=O.Br" lumo_ha=0.0007 charge=0
H -1.95 -0.03 1.53 0.3609
N -1.23 -0.77 1.40 -0.5623
C -0.52 -0.65 0.41 0.1946
C 0.28 -1.88 0.00 -0.6706
C -0.34 0.73 -0.35 0.5679
C 0.61 0.73 -1.52 -0.7279
O -0.76 1.67 0.23 -0.5576
H 1.17 -1.96 0.49 0.2268
H -0.43 -2.74 0.27 0.2438
H 0.48 -1.95 -1.09 0.2076
H 0.59 1.75 -1.93 0.2429
H 1.59 0.25 -1.39 0.2588
H 0.00 0.00 -2.10 0.2369
Br 0.45 2.16 2.72 -0.2918
H 0.05 2.69 1.32 0.2699

(4)
15
Properties=species:S:1:pos:R:3:lowdin_spin:R:1 method="wB97M-V/def2-TZVPD" e_above_lowest_kj_mol=102.5 spin_multiplicity=3 s2=2.01 lumo_ha="0.0270 / -0.0145" charge=0
C -2.60 -0.33 0.61 0.4972
C 1.93 0.54 0.79 0.0745
C 1.69 -0.84 -1.32 0.0856
C 1.03 -0.28 -0.12 0.6618
N -3.46 0.69 0.58 0.1046
O -2.42 -1.39 1.06 0.2171
Br -0.59 0.66 -0.60 0.2226
H 1.32 1.22 1.37 0.0000
H 2.62 -0.25 1.20 0.0104
H 2.67 1.21 0.06 0.0407
H 2.44 -0.26 -1.83 0.0198
H 2.06 -1.85 -1.00 0.0159
H 1.04 -1.18 -2.06 0.0002
H -3.28 1.63 0.35 0.0046
H -4.44 0.43 0.92 0.0448

(5)
17
Properties=species:S:1:pos:R:3:nbo_charge:R:1 method="wB97M-V/def2-TZVPD" lumo_ha=-0.5106 charge=+2
O -1.93 -0.82 0.62 -0.5089
C -1.74 0.33 0.10 0.8962
O -2.24 1.38 0.68 -0.5979
N -1.09 0.49 -1.04 -0.5101
C 0.20 -0.25 -1.19 -0.2506
C 1.32 0.24 -0.22 -0.4534
C 1.43 -0.62 1.07 -0.4591
Br 2.62 0.36 2.28 0.2015
H -1.54 1.91 1.10 0.5521
H -0.96 1.49 -1.25 0.4530
H 0.56 -0.04 -2.21 0.2782
H 0.07 -1.34 -1.16 0.2064
H 2.27 0.11 -0.76 0.2768
H 1.19 1.29 0.06 0.2332
H 0.47 -0.80 1.58 0.2070
H 1.92 -1.59 0.89 0.2567
Pd -2.56 -2.15 -0.55 1.2189

(6)
19
Properties=species:S:1:pos:R:3:nbo_charge:R:1 method="wB97M-V/def2-TZVPD" lumo_ha=-0.3714 charge=+2
O 3.35 0.08 0.73 -0.8454
C 2.44 0.13 -0.13 0.9073
O 2.78 -0.10 -1.40 -0.6637
C 1.02 0.40 0.18 -0.5490
C 0.27 -0.93 0.36 -0.4021
C -1.25 -0.70 0.37 -0.0853
O -1.52 0.44 -0.42 -0.7429
S -2.85 1.36 0.09 1.7470
O -2.54 2.69 -0.31 -0.8707
O -3.90 0.86 -1.04 -0.8510
H 2.66 0.70 -1.95 0.5532
H 0.62 0.99 -0.64 0.2993
H 0.98 0.99 1.09 0.2602
H 0.56 -1.69 -0.36 0.2266
H 0.53 -1.31 1.35 0.1824
H -1.64 -0.62 1.38 0.1999
H -1.71 -1.58 -0.08 0.2003
H -3.82 -0.10 -1.11 0.4931
Ca 4.01 -1.62 1.86 1.9407

Computed DFT total energy (Eh) in order:
-3191.291697, -3815.250935, -2861.157248, -2861.045504, -3063.499152, -1608.576085
Computed max |F| (eV Å⁻¹) in order:
1.0, 3.8, 4.3, 5.1, 2.0, 1.5